{"formula": "C32H29N3O6", "method": "wB97M-V/def2-TZVPD", "species": ["C", "C", "C", "O", "C", "O", "C", "C", "C", "C", "C", "C", "N", "O", "O", "C", "C", "C", "O", "O", "H", "H", "H", "H", "H", "H", "H", "H", "H", "H", "H", "H", "C", "N", "C", "C", "C", "C", "C", "N", "C", "C", "C", "C", "C", "C", "C", "C", "C", "C", "C", "C", "C", "H", "H", "H", "H", "H", "H", "H", "H", "H", "H", "H", "H", "H", "H", "H", "H", "H"], "positions_angstrom": [[1.458164, 0.503163, 4.195337], [0.074772, 0.462435, 3.571272], [-1.057818, 0.697196, 4.579727], [-0.121138, 1.447948, 2.522428], [0.234310, 1.269870, 1.206928], [0.567026, 2.259414, 0.587998], [0.368752, -0.091096, 0.566106], [1.842097, -0.170779, 0.137860], [2.959486, -0.042600, 1.198734], [3.569133, -1.184977, 1.783256], [4.777557, -1.143860, 2.500281], [5.517915, 0.057087, 2.545724], [6.794709, 0.095384, 3.203094], [7.384600, 1.207102, 3.274253], [7.219188, -0.982511, 3.704671], [4.935673, 1.229299, 2.005679], [3.718562, 1.155717, 1.304164], [0.404232, -1.158866, 1.737291], [0.999140, -2.210842, 1.651453], [-0.180303, -0.837156, 2.950378], [2.169453, 0.322363, 3.391306], [1.606359, 1.481520, 4.679166], [1.508181, -0.286576, 4.951589], [-2.048635, 0.714690, 4.102676], [-1.052144, -0.079163, 5.351575], [-0.917042, 1.632890, 5.128440], [1.909374, -1.172215, -0.315132], [1.979975, 0.616381, -0.648086], [3.180584, -2.184649, 1.614148], [5.196491, -2.017983, 2.992715], [5.486898, 2.160603, 2.124122], [3.437546, 2.038033, 0.726316], [2.020021, -2.355191, -4.605952], [0.976779, -1.802053, -3.776609], [1.166928, -1.134262, -2.590977], [-0.084605, -0.821309, -2.042888], [-0.458428, -0.212171, -0.679350], [-1.536366, 0.783456, -0.821633], [-2.024560, 1.520628, -1.905337], [-3.192301, 2.160953, -1.521611], [-4.074066, 2.943131, -2.359707], [-3.502705, 1.813688, -0.209998], [-2.516390, 0.907705, 0.228327], [-2.705248, 0.182375, 1.391776], [-3.911020, 0.347032, 2.085847], [-4.899270, 1.226975, 1.631492], [-4.699623, 1.988737, 0.467666], [-1.090737, -1.250629, -3.027774], [-0.374482, -1.852317, -4.092194], [-0.974581, -2.330100, -5.263758], [-2.351430, -2.163894, -5.341699], [-3.082162, -1.642233, -4.299966], [-2.476616, -1.232082, -3.091913], [1.567562, -2.730229, -5.545264], [2.776365, -1.612848, -4.858907], [2.517970, -3.187718, -4.108873], [2.191560, -0.921923, -2.343595], [-0.902038, -1.074934, -0.081619], [-1.604164, 1.675979, -2.896391], [-4.904767, 3.365056, -1.794386], [-3.524828, 3.771284, -2.802381], [-4.502418, 2.404700, -3.204433], [-2.001717, -0.593440, 1.658468], [-4.087927, -0.278998, 2.980811], [-5.796189, 1.328782, 2.201464], [-5.432528, 2.690795, 0.107048], [-0.348627, -2.811615, -6.005258], [-2.857331, -2.502170, -6.203912], [-4.151131, -1.513699, -4.367706], [-3.072018, -0.875258, -2.234251]], "forces_ev_per_a": [[-0.56, 0.17, -0.30], [-1.69, -0.18, -1.05], [0.01, -0.17, 0.11], [0.61, -0.23, 0.03], [1.10, 2.26, 0.39], [-0.78, -0.98, 0.52], [3.58, 1.22, 2.43], [1.27, 0.34, -0.30], [2.00, -0.12, -0.90], [0.42, 0.04, 0.11], [0.31, 0.95, -0.40], [-2.58, 0.14, -0.49], [2.18, 0.15, 1.69], [-1.17, -2.75, -0.17], [-0.74, 2.70, -1.23], [0.34, -0.83, 0.10], [0.13, -0.27, 0.10], [0.02, -0.88, 0.45], [-1.50, 1.02, -0.27], [0.78, 0.08, -0.17], [0.27, 0.14, 0.45], [0.07, -0.36, -0.32], [0.09, 0.11, -0.19], [0.51, -0.02, -0.01], [0.09, -0.11, -0.28], [0.13, 0.04, -0.36], [0.28, 0.50, 0.26], [0.01, -0.70, 0.75], [-0.32, 0.35, 0.17], [-0.17, 0.05, -0.36], [-0.20, -0.18, -0.30], [-0.31, -0.17, 0.41], [-0.12, -0.22, -0.49], [-0.47, 0.08, -0.62], [-1.88, -0.15, -0.32], [1.59, 0.17, 0.25], [-2.31, -3.01, -0.08], [-1.40, 0.85, -0.63], [0.61, -0.17, 1.62], [-0.17, 0.03, 0.42], [0.27, 0.49, -0.48], [-0.02, -0.70, -1.00], [0.06, 0.53, -0.68], [-1.13, -0.18, 0.26], [0.63, -0.71, 0.23], [0.84, 0.64, -0.71], [-0.02, -0.37, 0.99], [1.27, -0.37, 0.63], [0.59, 0.25, 0.10], [0.03, 0.27, 0.96], [1.14, -0.42, -0.18], [-0.07, 0.82, 2.07], [-0.87, 0.03, -0.55], [0.42, 0.26, 0.61], [-0.04, 0.11, -0.03], [-0.03, -0.08, 0.01], [-0.10, 0.00, 0.41], [-1.36, -0.02, -2.17], [-0.18, -0.13, 0.30], [0.25, -0.14, 0.12], [0.07, 0.21, 0.07], [0.04, -0.47, 0.13], [-0.23, 0.15, 0.31], [0.01, 0.49, -0.60], [-0.50, 0.10, 0.16], [-0.29, -0.06, 0.05], [-0.45, 0.08, -0.23], [-0.50, -0.25, -0.90], [-0.15, -0.23, -0.18], [0.28, -0.20, -0.70]], "mulliken_charge": [-0.816, 1.510, -1.660, -0.260, -0.237, -0.617, 2.620, -2.951, -1.135, 0.605, -0.862, -0.108, 0.915, -0.574, -0.572, -0.754, 0.201, -0.126, -0.580, -0.260, -0.170, 0.398, 0.370, 0.324, 0.366, 0.359, 1.149, 0.887, 0.445, 0.482, 0.476, 0.441, -0.929, 0.060, -0.178, 0.397, 0.703, -0.237, -0.433, 0.148, -0.993, -0.541, 1.739, -0.222, -0.883, -1.014, -1.006, -0.103, -0.552, -0.932, -0.779, -1.015, 0.201, 0.281, 0.333, 0.312, 0.629, 0.325, 0.561, 0.315, 0.362, 0.323, 0.510, 0.432, 0.412, 0.276, 0.255, 0.427, 0.415, 0.532], "smiles": "Cn1cc(C(c2cn(C)c3ccccc23)C2(Cc3ccc([N+](=O)[O-])cc3)C(=O)OC(C)(C)OC2=O)c2ccccc21", "multiplicity": 1, "gap_ev": 6.68, "e_homo_ev": -7.68, "lumo_ev": -1.0}

***

{"formula": "C9H9O2S", "method": "wB97M-V/def2-TZVPD", "species": ["C", "C", "C", "C", "C", "C", "C", "C", "C", "O", "O", "S", "H", "H", "H", "H", "H", "H", "H", "H", "H"], "positions_angstrom": [[-2.100230, -3.881907, 0.785064], [-0.706349, -3.608780, 0.510651], [-2.910006, -2.814979, 0.972659], [-0.619575, -2.308417, 0.757808], [0.384938, 0.947509, 1.290531], [0.256861, 2.406918, 1.158856], [0.351816, 2.853583, -0.251060], [1.551745, 2.206526, -1.013627], [1.878204, 0.881403, -0.433851], [0.001936, 3.106167, 2.096885], [1.432770, 0.335646, 0.598576], [-2.082535, -1.340859, 0.890483], [-2.620409, -4.771254, 0.946375], [0.153539, -4.261734, 0.447800], [-3.974685, -2.960667, 0.990703], [0.350243, 0.675142, 2.335192], [-0.588753, 2.458445, -0.676160], [0.304537, 3.944800, -0.265849], [1.245060, 1.843929, -2.057565], [2.310421, 2.927194, -1.373289], [2.534025, 0.328411, -1.056722]], "forces_ev_per_a": [[-0.10, 0.44, -0.19], [-0.65, -0.12, 1.40], [-0.41, -0.71, -0.66], [0.28, 2.45, -0.64], [0.87, 0.67, 2.35], [-0.39, -0.02, -1.17], [-0.07, 0.60, -0.92], [-2.18, -0.49, -0.36], [1.24, 2.05, -1.66], [0.00, -0.24, 0.42], [-0.97, -0.22, -0.14], [1.44, -0.29, 0.11], [0.02, -1.95, -0.25], [-0.36, -0.24, -0.22], [-0.22, 0.52, 0.44], [-0.17, -1.05, -0.06], [0.25, 0.31, -0.09], [0.24, -0.17, -0.33], [-0.11, 0.31, 0.95], [0.43, -0.71, 0.92], [0.85, -1.14, 0.09]], "mulliken_charge": [-0.141, -0.795, -0.400, 0.308, -0.411, 0.633, -0.604, -0.474, 0.159, -0.448, -0.135, -0.040, 0.398, 0.350, 0.360, 0.403, 0.338, 0.348, 0.301, 0.400, 0.449], "multiplicity": 1, "total_charge": 1, "gap_ev": [5.06, 5.76], "e_homo_ev": [-11.91, -11.75], "lumo_ev": [-6.8, -6.0], "relative_energy_kcal_mol": 100.8}

***

{"formula": "C19H32BrNO4Re", "method": "wB97M-V/def2-TZVPD", "species": ["Re", "C", "C", "O", "C", "C", "O", "C", "C", "O", "C", "C", "O", "H", "H", "H", "H", "H", "H", "H", "H", "H", "H", "H", "H", "H", "H", "H", "H", "C", "C", "C", "C", "C", "Br", "N", "C", "H", "H", "H", "H", "H", "H", "C", "C", "C", "C", "C", "H", "H", "H", "H", "H", "H", "H", "H", "H", "H"], "positions_angstrom": [[0.247212, 0.632447, -0.484689], [0.485382, -0.079349, -3.539145], [-0.620680, -1.089351, -3.331832], [-0.804129, -1.169994, -1.920915], [-2.023509, -1.805180, -1.527341], [-2.045914, -1.853307, -0.022198], [-1.870892, -0.546718, 0.543489], [-3.056917, 0.243408, 0.639830], [-2.973077, 1.530184, -0.212793], [-1.805790, 1.515526, -1.056057], [-2.030901, 1.808051, -2.445239], [-0.676527, 2.053661, -3.069164], [0.284025, 1.052091, -2.656436], [0.536890, 0.273777, -4.568576], [1.453337, -0.483428, -3.250046], [-0.334855, -2.058992, -3.748023], [-1.557669, -0.783155, -3.806665], [-2.070080, -2.819477, -1.933066], [-2.869131, -1.235925, -1.932473], [-1.219150, -2.455724, 0.348706], [-2.976090, -2.300119, 0.332927], [-3.194396, 0.509150, 1.687880], [-3.916424, -0.353399, 0.334542], [-2.910727, 2.421634, 0.411294], [-3.852997, 1.621634, -0.848810], [-2.639496, 2.709304, -2.543466], [-2.570039, 0.971883, -2.895222], [-0.263160, 3.001509, -2.729077], [-0.738291, 2.072794, -4.157114], [0.066413, -0.141538, 5.036012], [0.152029, 0.853033, 3.913973], [0.269030, 2.222487, 4.138046], [0.363814, 3.107488, 3.077773], [0.343412, 2.586439, 1.801133], [0.475669, 3.722489, 0.305619], [0.235663, 1.276203, 1.550241], [0.136312, 0.432261, 2.596555], [-0.250974, 0.339651, 5.958767], [1.039198, -0.600036, 5.218756], [-0.643703, -0.935210, 4.806810], [0.284441, 2.601945, 5.152399], [0.454388, 4.172566, 3.231506], [0.035929, -0.613893, 2.346983], [3.546811, -1.003141, 1.117463], [2.665570, -1.312853, -0.105461], [3.551702, -1.789579, -1.263813], [1.650728, -2.395445, 0.242035], [2.025811, -0.001362, -0.488678], [4.069026, -1.910866, 1.424392], [2.952801, -0.654605, 1.965402], [4.297155, -0.245140, 0.889605], [4.080703, -2.700423, -0.979713], [4.297248, -1.038931, -1.529750], [2.961316, -2.021492, -2.153562], [2.158954, -3.304754, 0.565207], [1.029692, -2.648674, -0.619418], [0.997245, -2.089706, 1.064445], [2.767607, 0.710137, -0.883051]], "forces_ev_per_a": [[0.01, 0.02, -0.24], [0.01, 0.12, -0.01], [-0.01, 0.01, 0.05], [-0.04, -0.23, 0.02], [0.05, 0.01, -0.08], [-0.02, 0.07, 0.07], [-0.07, -0.11, 0.01], [0.00, -0.03, -0.02], [0.08, 0.06, -0.09], [-0.10, 0.09, 0.06], [-0.05, -0.01, 0.12], [0.09, -0.03, -0.02], [-0.07, -0.04, -0.16], [-0.01, -0.02, 0.00], [-0.01, -0.02, 0.01], [0.01, 0.00, 0.02], [0.02, 0.05, -0.02], [0.01, 0.00, 0.01], [-0.03, -0.01, 0.03], [0.04, 0.01, -0.01], [-0.01, 0.00, -0.02], [-0.01, 0.01, 0.00], [0.00, 0.00, -0.02], [0.01, -0.02, 0.03], [-0.03, 0.00, 0.04], [0.02, 0.01, 0.00], [0.03, 0.00, -0.05], [-0.03, 0.01, 0.02], [-0.02, -0.02, 0.00], [-0.04, 0.04, 0.00], [0.01, -0.07, 0.00], [0.01, 0.06, 0.06], [0.00, -0.07, -0.02], [0.00, -0.04, 0.06], [0.07, 0.06, -0.01], [-0.09, 0.02, 0.08], [0.01, 0.07, 0.02], [0.00, 0.00, 0.00], [0.01, 0.00, -0.01], [0.03, -0.02, -0.01], [0.00, 0.00, -0.01], [0.00, 0.00, -0.01], [0.00, -0.01, 0.01], [0.05, 0.00, 0.05], [0.06, 0.14, -0.08], [0.05, -0.01, -0.03], [-0.10, -0.06, 0.04], [0.05, -0.08, 0.12], [0.00, 0.00, -0.01], [-0.02, 0.00, -0.01], [-0.01, 0.00, -0.01], [-0.01, 0.01, 0.02], [0.00, 0.00, 0.00], [-0.02, 0.00, 0.01], [0.02, 0.01, -0.02], [0.01, 0.01, -0.01], [0.01, 0.03, 0.01], [0.05, -0.03, 0.00]], "mulliken_spin": [2.958, 0.014, 0.010, 0.048, 0.004, 0.039, 0.097, 0.008, 0.011, 0.003, -0.007, 0.033, 0.033, 0.001, -0.010, 0.003, 0.000, 0.000, -0.004, -0.011, 0.000, 0.001, 0.002, 0.002, -0.001, -0.001, 0.000, -0.019, -0.001, 0.000, -0.005, 0.008, -0.011, -0.015, 0.055, 0.080, -0.001, 0.000, 0.000, 0.000, 0.000, -0.001, -0.007, -0.024, -0.154, -0.013, 0.131, -0.250, -0.003, 0.006, 0.001, -0.002, -0.001, 0.006, 0.002, -0.010, -0.035, 0.033], "multiplicity": 4, "total_charge": 2, "gap_ev": [8.72, 8.57], "e_homo_ev": [-14.65, -14.87], "lumo_ev": [-5.9, -6.3], "relative_energy_kcal_mol": 6.4}